[1]
The following is a DFT calculation (wB97M-V/def2-TZVPD) of a 4-piece molecular cluster, C4H14O3 overall in a non-equilibrium geometry.

XYZ file:
```
21
Properties=species:S:1:pos:R:3:forces:R:3:nbo_charge:R:1
C -0.394 -1.427 -2.159 -1.10 0.65 -1.18 -0.630
C -1.162 -0.093 -2.154 2.18 -0.99 2.63 -0.174
C -0.742 0.722 -1.179 -0.14 0.73 -0.13 -0.221
C -1.172 2.126 -0.937 -1.45 -0.10 0.19 -0.661
H 0.242 -1.598 -1.303 -0.15 0.29 0.42 0.214
H -1.103 -2.250 -2.244 0.31 -0.24 -0.30 0.212
H 0.276 -1.340 -3.011 0.00 -0.69 -0.37 0.213
H -1.947 0.125 -2.848 -0.18 0.12 -0.32 0.209
H 0.087 0.450 -0.497 -0.52 -0.43 -0.57 0.184
H -2.039 2.231 -0.280 0.01 -0.48 0.54 0.212
H -1.617 2.561 -1.823 0.67 0.52 -0.49 0.220
H -0.395 2.672 -0.435 0.40 0.66 -0.35 0.221
O 1.126 -0.675 3.061 0.44 -0.03 -0.11 -0.953
H 0.340 -0.205 3.346 -0.13 0.03 -0.04 0.475
H 0.816 -1.211 2.325 -0.27 -0.06 0.07 0.479
O -1.397 -1.053 1.543 0.03 0.10 0.04 -0.963
H -2.264 -1.221 1.926 0.03 0.03 -0.08 0.478
H -1.513 -0.323 0.921 -0.09 -0.18 -0.03 0.484
O 3.355 0.626 0.657 0.79 0.22 0.03 -0.956
H 2.861 0.013 1.206 -0.47 0.15 -0.15 0.487
H 2.848 0.947 -0.091 -0.37 -0.32 0.21 0.470
```
Positions in Å, forces in eV/Å.

Computed properties:
Energy, a.u.: -386.475934
2S+1: 1
Relative energy (zero: lowest compared OMol25 entry of this formula, charge and spin), kcal/mol: 31.9
Lowest unoccupied orbital energy, eV: 0.5
SMILES: C/C=C/C.O.O.O
Total charge: 0
Strongest force on any atom, eV/Å: 3.56
Highest occupied orbital energy, eV: -9.544

=====

[2]
The following is a DFT calculation (wB97M-V/def2-TZVPD) of a 3-piece molecular cluster, C4H14O3S overall in a non-equilibrium geometry.

XYZ file:
```
22
Properties=species:S:1:pos:R:3:forces:R:3:nbo_charge:R:1
O -1.115 2.582 1.349 -0.06 -0.06 0.26 -0.715
C -0.813 1.267 1.811 1.31 -0.29 -1.02 -0.068
C -1.500 0.179 0.982 0.18 0.02 0.81 -0.421
C -0.796 -1.182 1.108 -0.79 0.34 -0.45 -0.414
C 0.368 -1.448 0.170 0.37 -1.20 0.55 -0.508
S 1.996 -0.833 0.784 -0.57 0.23 -0.19 -0.097
H -0.504 2.768 0.635 -0.05 0.15 -0.07 0.455
H 0.263 1.056 1.697 0.02 0.38 -0.05 0.157
H -0.926 1.244 2.884 -0.78 -0.18 0.28 0.182
H -1.478 0.479 -0.066 -0.11 0.14 -0.05 0.199
H -2.536 0.090 1.306 -0.14 -0.02 -0.19 0.206
H -1.535 -1.928 0.806 -0.07 -0.08 0.25 0.213
H -0.542 -1.375 2.146 0.15 -0.14 0.15 0.209
H 0.447 -2.538 0.142 0.34 0.02 0.19 0.214
H 0.164 -1.242 -0.870 0.03 0.82 0.02 0.239
H 2.777 -1.627 0.046 -0.05 -0.03 -0.14 0.142
O 0.747 1.821 -2.331 0.20 -0.38 -0.22 -0.953
H -0.033 2.259 -2.680 -0.03 0.12 0.19 0.479
H 0.902 2.137 -1.438 -0.08 0.08 0.00 0.476
O 1.512 -1.417 -2.533 0.29 -0.54 0.09 -0.960
H 1.127 -1.828 -3.309 -0.01 0.24 -0.17 0.473
H 1.474 -0.465 -2.637 -0.15 0.39 -0.23 0.494
```
Positions in Å, forces in eV/Å.

Computed properties:
Energy, a.u.: -784.678554
2S+1: 1
Relative energy (zero: lowest compared OMol25 entry of this formula, charge and spin), kcal/mol: 15.3
Lowest unoccupied orbital energy, eV: 0.3
SMILES: OCCCCS.O.O
Total charge: 0
Strongest force on any atom, eV/Å: 1.69
Highest occupied orbital energy, eV: -8.840

=====

[3]
The following is a DFT calculation (wB97M-V/def2-TZVPD) of a 3-piece molecular cluster, C4H14O3S overall in a non-equilibrium geometry.

XYZ file:
```
22
Properties=species:S:1:pos:R:3:forces:R:3:lowdin_spin:R:1
C 0.959 0.988 1.797 -1.69 -0.36 0.56 0.007
O -0.286 0.590 2.428 0.49 -0.57 0.70 0.000
C 1.120 0.418 0.408 -0.03 0.22 -0.06 0.025
C -0.157 0.601 -0.452 1.40 0.53 -0.02 0.050
C 0.300 0.493 -1.893 -0.32 0.92 -1.24 0.069
S -1.092 1.073 -2.940 0.25 -0.58 0.47 0.797
H 0.878 2.064 1.871 0.73 0.46 -0.60 0.000
H 1.746 0.622 2.454 0.09 0.08 -0.05 0.003
H -1.027 0.399 1.853 0.16 0.15 -0.38 0.000
H 1.290 -0.647 0.401 0.28 -0.37 0.36 0.003
H 2.004 0.892 -0.023 -0.10 0.07 -0.25 0.000
H -0.489 1.625 -0.282 -0.60 -0.08 0.09 0.004
H -0.846 -0.193 -0.219 -0.45 0.22 0.11 0.000
H 1.036 1.252 -2.141 0.30 0.05 0.12 0.001
H 0.676 -0.452 -2.287 -0.29 -0.31 0.34 0.017
H -1.990 0.174 -2.471 -0.04 0.08 -0.15 0.025
H -1.355 -2.431 -0.141 0.04 -0.09 0.14 0.000
H -0.058 -3.178 -0.353 0.11 0.04 0.04 0.000
O -0.402 -2.287 -0.206 -0.22 -0.31 -0.20 0.000
H 0.779 -2.233 2.368 0.12 -0.41 0.01 0.000
H 0.455 -1.048 3.186 -0.02 -0.19 0.46 0.000
O 0.897 -1.913 3.268 -0.20 0.48 -0.45 0.000
```
Positions in Å, forces in eV/Å.

Computed properties:
Energy, a.u.: -784.344314
2S+1: 2
Relative energy (zero: lowest compared OMol25 entry of this formula, charge and spin), kcal/mol: 18.0
Lowest unoccupied orbital energy (spin up / spin down), eV: -4.1 / -9.1
Total charge: +1
Strongest force on any atom, eV/Å: 1.81
Highest occupied orbital energy (spin up / spin down), eV: -13.390 / -13.389